Record 1
15
Properties=species:S:1:pos:R:3 method="wB97M-V/def2-TZVPD" charge=0 e_tot_ha=-392.09907 relative_energy_kcal_mol=125.5 homo_energy_ev=-7.8299
H -0.601 -1.956 0.096
H -1.787 0.744 1.740
C 0.420 0.661 -1.648
N 1.876 0.018 0.044
H 0.074 1.151 -2.471
H 2.482 0.648 0.694
H -0.199 -1.609 1.912
N -2.184 0.205 1.041
H 2.682 0.939 -1.596
N 0.542 -0.320 0.494
N 0.324 -1.733 0.855
H -3.292 0.195 0.906
C 1.685 0.501 -1.296
C -0.382 0.221 -0.451
N -1.641 0.334 -0.321



Record 2
16
Properties=species:S:1:pos:R:3 method="wB97M-V/def2-TZVPD" charge=0 e_tot_ha=-467.27334 relative_energy_kcal_mol=172.8 homo_energy_ev=-8.1464
C 0.739 2.308 0.313
H -3.863 -0.276 -0.636
N -0.412 -1.350 0.557
H 2.966 -1.383 -0.567
C -0.747 0.088 0.065
N -2.927 -0.429 -0.033
N 0.409 0.798 -0.047
O 2.716 -0.354 -0.359
H 0.025 3.113 -0.383
H 2.014 2.207 0.129
N -1.882 0.601 -0.610
C 1.358 -0.447 -0.099
H -1.045 -1.784 -0.303
N 0.890 -1.573 0.215
H 0.496 2.772 1.428
H -2.967 0.163 0.963



Record 3
17
Properties=species:S:1:pos:R:3 method="wB97M-V/def2-TZVPD" charge=0 e_tot_ha=-865.62047 relative_energy_kcal_mol=25.3 homo_energy_ev=-9.2169
S 2.688 0.130 0.336
H 2.342 -2.098 -0.161
O 1.275 1.060 -1.272
C 0.214 1.060 -0.586
H -2.144 -0.883 -0.063
N 1.665 -1.336 -0.200
C 0.341 -1.397 -0.256
H -1.828 0.958 0.713
N 2.075 0.732 1.487
N -0.263 -2.453 -0.526
N -0.599 2.277 -0.519
N -0.283 -0.076 -0.052
H -1.299 -2.542 -0.385
H -1.430 -0.746 1.598
H 0.005 2.996 -0.915
C -1.539 -0.150 0.578
H -1.221 2.467 0.222



Record 4
12
Properties=species:S:1:pos:R:3 method="wB97M-V/def2-TZVPD" charge=0 e_tot_ha=-248.44060 relative_energy_kcal_mol=53.9 homo_energy_ev=-9.0778
N 0.046 1.843 0.418
C -0.983 -1.736 -0.947
H -1.508 -1.436 -0.043
O 1.070 -0.831 -0.071
C -0.477 2.380 1.410
C 0.518 -1.600 -0.807
H -1.154 -2.814 -1.056
H -1.522 2.702 1.325
H 0.929 1.369 0.335
H 1.095 -2.243 -1.483
H -1.364 -1.253 -1.838
H -0.009 2.684 2.363